No. 1
DFT (ωB97M-V with the def2-TZVPD basis set) results for C3H10NS as an isolated structure at a distorted geometry.

```
15
Properties=species:S:1:pos:R:3
C 1.515 0.700 -0.571
N 1.588 2.013 -1.144
H 1.469 -0.051 -1.352
H 2.285 0.604 0.188
H 0.678 2.300 -1.472
H 1.995 2.657 -0.482
C -0.908 -0.853 -0.880
S -0.163 0.342 0.463
C -1.257 -1.006 1.975
H -0.253 -1.002 -1.732
H -1.858 -0.407 -1.134
H -1.002 -1.821 -0.405
H -2.001 -0.328 2.374
H -1.677 -1.923 1.566
H -0.412 -1.225 2.606
```

Its net charge is 0. Its electronic energy is -15595.173 eV. Its orbital gap (alpha / beta) is 7.4 / 9.1 eV. The multiplicity is 2. Its energy relative to the best compared isomer or geometry (same formula, charge and spin) is 44.72 kcal/mol. The maximum force comes out at 2.58 eV/Å.



No. 2
DFT (ωB97M-V with the def2-TZVPD basis set) results for an isolated ion of composition C3H10NS and charge +1 at a distorted geometry.

```
15
Properties=species:S:1:pos:R:3
C -1.882 0.550 -1.166
C -0.613 0.693 -0.403
N -0.960 0.689 1.077
C 0.379 -0.447 -0.712
S 1.646 -0.685 0.556
H -2.588 1.400 -0.909
H -1.781 0.286 -2.248
H -2.403 -0.361 -0.627
H -0.080 1.673 -0.555
H -0.100 0.035 1.476
H -1.835 0.075 1.175
H -1.310 1.572 1.390
H 0.889 -0.183 -1.605
H -0.186 -1.478 -0.818
H 2.469 -1.650 -0.025
```

Its net charge is +1. Its electronic energy is -15590.758 eV. As for the structure (SMILES): C[C@@H]([NH3+])CS. Its orbital gap is 10.1 eV. The multiplicity is 1. Its energy relative to the best compared isomer or geometry (same formula, charge and spin) is 30.99 kcal/mol. The maximum force comes out at 4.58 eV/Å.



No. 3
DFT (ωB97M-V with the def2-TZVPD basis set) results for an isolated ion of composition C3H10NS and charge +1 at a distorted geometry.

```
15
Properties=species:S:1:pos:R:3
C 0.659 -1.119 0.613
N 0.061 -1.540 1.772
H 1.673 -0.820 0.833
H 0.473 -1.744 -0.252
H 0.553 -1.396 2.635
H -0.906 -1.797 1.873
C 0.930 1.701 -0.507
S -0.349 0.515 -0.033
C -1.099 0.007 -1.615
H 0.477 2.615 -0.877
H 1.406 1.238 -1.377
H 1.607 1.852 0.318
H -1.317 -1.057 -1.559
H -1.836 0.760 -1.842
H -0.288 0.064 -2.334
```

Its net charge is +1. Its electronic energy is -15591.057 eV. Its orbital gap is 10.9 eV. The multiplicity is 1. Its energy relative to the best compared isomer or geometry (same formula, charge and spin) is 24.08 kcal/mol. The maximum force comes out at 1.98 eV/Å.



No. 4
DFT (ωB97M-V with the def2-TZVPD basis set) results for a 2-piece molecular cluster, C3H10NS2 overall.

```
16
Properties=species:S:1:pos:R:3
C 1.275 -0.765 2.472
S 0.505 0.469 1.387
S 1.814 0.557 -0.203
H 1.351 -1.737 1.994
H 0.632 -0.819 3.350
H 2.263 -0.433 2.779
H 2.599 1.589 0.223
C -2.534 -0.552 -1.589
C -2.561 0.295 -2.596
N -1.254 -0.950 -0.984
H -3.378 -0.963 -1.057
H -3.493 0.596 -3.038
H -1.664 0.710 -3.041
H -0.456 -0.676 -1.577
H -1.075 -0.495 -0.057
H -1.181 -1.955 -0.830
```

Its net charge is +1. Its electronic energy is -26426.570 eV. Its orbital gap is 10.0 eV. The multiplicity is 1. Its energy relative to the best compared isomer or geometry (same formula, charge and spin) is 22.59 kcal/mol. The maximum force comes out at 0.60 eV/Å.



No. 5
DFT (ωB97M-V with the def2-TZVPD basis set) results for an isolated ion of composition C3H10NS2 and charge +1 at a distorted geometry.

```
16
Properties=species:S:1:pos:R:3
C -1.929 -1.666 -1.789
S -1.935 0.139 -1.654
S 0.003 0.631 -1.242
C 0.435 -0.341 0.258
C 1.458 0.425 1.054
N 0.892 1.819 1.374
H -2.881 -1.921 -2.247
H -1.878 -2.170 -0.824
H -1.044 -1.988 -2.333
H 0.906 -1.226 -0.176
H -0.424 -0.760 0.782
H 1.637 0.008 2.046
H 2.424 0.535 0.576
H 1.262 2.460 0.670
H 1.188 2.141 2.290
H -0.114 1.913 1.215
```

Its net charge is +1. Its electronic energy is -26426.941 eV. As for the structure (SMILES): CSSCC[NH3+]. Its orbital gap is 8.5 eV. The multiplicity is 1. Its energy relative to the best compared isomer or geometry (same formula, charge and spin) is 14.04 kcal/mol. The maximum force comes out at 1.62 eV/Å.



No. 6
DFT (ωB97M-V with the def2-TZVPD basis set) results for a 2-piece molecular cluster, C3H10O overall at a distorted geometry.

```
14
Properties=species:S:1:pos:R:3
C 1.937 -1.002 1.292
C 1.744 0.495 1.516
H 2.105 -1.311 0.264
H 1.164 -1.620 1.739
H 2.800 -1.274 1.908
H 1.213 0.821 2.420
H 2.681 1.059 1.538
H 1.135 1.009 0.765
C -1.866 -0.347 -1.071
O -1.701 0.901 -1.760
H -2.746 -0.847 -1.483
H -0.881 -0.775 -0.983
H -2.288 -0.193 -0.060
H -2.541 1.107 -2.164
```

Its net charge is 0. Its electronic energy is -5319.615 eV. As for the structure (SMILES): CC.CO. Its orbital gap is 11.2 eV. The multiplicity is 1. Its energy relative to the best compared isomer or geometry (same formula, charge and spin) is 23.01 kcal/mol. The maximum force comes out at 2.32 eV/Å.



No. 7
DFT (ωB97M-V with the def2-TZVPD basis set) results for a 2-piece molecular cluster, C3H10O2S overall at a distorted geometry.

```
16
Properties=species:S:1:pos:R:3
O 0.176 1.936 0.261
C -0.486 0.956 1.029
C 0.208 -0.385 0.999
C 0.093 -1.097 -0.371
S 1.198 -2.640 -0.213
H 1.053 2.037 0.645
H -1.524 0.805 0.747
H -0.562 1.225 2.099
H -0.186 -1.075 1.743
H 1.281 -0.245 1.126
H -0.920 -1.350 -0.723
H 0.561 -0.479 -1.101
H 2.283 -3.380 0.152
O -1.025 0.820 -2.208
H -0.560 1.386 -1.564
H -1.590 1.486 -2.621
```

Its net charge is 0. Its electronic energy is -18200.634 eV. As for the structure (SMILES): OCCCS.O. Its orbital gap is 8.5 eV. The multiplicity is 1. Its energy relative to the best compared isomer or geometry (same formula, charge and spin) is 56.03 kcal/mol. The maximum force comes out at 4.22 eV/Å.



No. 8
DFT (ωB97M-V with the def2-TZVPD basis set) results for a 3-piece molecular cluster, C3H10O2S2 overall at a distorted geometry.

```
17
Properties=species:S:1:pos:R:3
C 0.937 -0.121 -0.739
C -0.080 1.022 -0.637
O -0.616 1.092 0.679
C 1.884 -0.084 0.440
S 3.513 -0.792 0.287
S -3.763 0.942 0.365
H 0.335 -1.029 -0.796
H 1.435 -0.025 -1.709
H -0.896 0.868 -1.350
H 0.382 2.000 -0.849
H -1.589 1.194 0.527
H 1.867 0.873 0.977
H 1.409 -0.560 1.315
H 4.151 0.229 -0.300
H -2.999 -1.206 0.150
H -3.339 -2.376 1.091
O -2.631 -2.027 0.549
```

Its net charge is -1. Its electronic energy is -29038.702 eV. Its orbital gap (alpha / beta) is 6.7 / 6.3 eV. The multiplicity is 2. Its energy relative to the best compared isomer or geometry (same formula, charge and spin) is 0.00 kcal/mol. The maximum force comes out at 2.03 eV/Å.